[1]
The following is a DFT calculation (the ωB97M-V functional and the def2-TZVPD basis) of a structure of composition C31H89F3N6O18S.

```
148
Properties=species:S:1:pos:R:3:forces:R:3:mulliken_charge:R:1
N 3.500 2.369 -1.232 0.2 -0.4 -0.4 0.03
H 4.403 1.899 -1.161 -0.1 -0.1 -0.3 0.46
H 3.675 3.346 -1.021 -0.5 -0.1 0.7 0.37
H 2.826 1.900 -0.613 0.0 0.5 0.4 0.00
H 3.033 2.370 -2.179 0.4 0.0 -0.3 0.33
C -0.452 -1.028 -1.058 0.4 1.6 0.9 -0.18
F -0.987 0.066 -1.625 -0.2 -0.2 -0.2 0.12
F -1.441 -1.814 -0.638 0.1 0.0 -0.1 -0.37
F 0.296 -1.637 -1.963 0.6 1.6 0.3 -0.19
S 0.552 -0.454 0.413 0.6 0.6 0.1 0.85
O -0.437 0.200 1.270 0.0 -1.0 -0.2 -0.01
O 1.179 -1.670 0.865 -0.7 0.0 0.2 -0.61
O 1.517 0.532 -0.046 0.0 -0.3 -0.9 -0.24
C -3.873 0.560 0.903 -0.2 -1.2 -0.2 0.22
C -3.780 0.352 2.410 1.7 1.8 -0.6 -0.18
O -4.958 -0.174 2.949 0.5 -0.5 0.2 -0.59
O -2.789 1.310 0.394 -0.4 0.2 0.1 -0.44
H -4.845 0.969 0.624 0.2 0.5 0.0 0.54
H -3.852 -0.440 0.436 -0.1 -0.1 0.0 -0.27
H -3.483 1.326 2.840 -1.0 0.2 0.1 0.12
H -2.795 -0.113 2.581 -0.7 -1.2 0.3 -0.04
H -4.753 -1.058 3.272 -0.2 0.0 0.1 0.39
H -1.986 0.834 0.676 0.0 0.3 -0.1 -0.23
C -3.839 -3.272 -3.310 -1.6 -0.5 0.4 -0.68
C -3.822 -3.680 -1.843 0.0 -0.7 0.3 -0.22
O -2.545 -4.245 -1.521 -3.0 1.0 0.9 -0.59
O -2.934 -2.220 -3.546 -4.3 2.6 0.5 -0.33
H -4.822 -2.927 -3.656 -0.1 -0.1 0.4 0.39
H -3.626 -4.170 -3.891 0.6 0.4 -0.2 0.38
H -4.554 -4.468 -1.653 -0.1 0.0 -0.2 0.46
H -4.077 -2.859 -1.162 0.1 0.2 -0.1 -0.01
H -1.895 -3.631 -1.887 -0.9 0.1 1.1 -0.02
H -3.382 -1.423 -3.185 0.0 0.1 -0.1 -0.03
C 3.706 -3.768 0.612 -0.3 -0.1 -0.3 0.57
C 4.667 -4.902 0.884 -0.8 0.3 0.7 -0.65
O 3.933 -6.099 1.166 0.4 0.5 -0.2 -0.57
O 2.947 -3.511 1.781 0.3 0.2 0.1 -0.57
H 2.996 -4.071 -0.166 0.3 0.1 -0.3 -0.26
H 4.289 -2.901 0.273 -0.2 0.2 0.1 0.19
H 5.222 -4.615 1.786 0.3 -0.1 -0.2 0.28
H 5.334 -5.006 0.033 0.0 -0.5 0.0 0.39
H 3.291 -5.784 1.817 -0.1 -0.3 0.0 0.33
H 2.324 -2.798 1.556 0.1 -0.2 0.2 0.58
C 0.813 -4.511 -3.153 0.1 0.6 0.9 -0.50
C -0.510 -3.908 -2.726 1.3 -0.8 -2.1 0.86
O -1.101 -3.277 -3.867 4.1 -2.6 -0.7 -0.70
O 0.721 -5.765 -3.805 -0.1 0.4 -0.2 -0.61
H 1.389 -4.624 -2.232 0.3 -0.4 -0.1 0.04
H 1.317 -3.768 -3.778 0.2 -0.1 -0.1 0.17
H -0.336 -3.146 -1.961 -0.1 -1.8 -0.3 -0.72
H -1.189 -4.688 -2.373 1.8 -0.7 -0.8 0.89
H -1.865 -2.741 -3.629 1.0 0.3 0.0 0.78
H 0.327 -5.563 -4.662 -0.1 -0.2 0.0 0.38
C -0.944 -3.030 4.006 0.9 0.1 -0.7 -0.24
C -0.959 -3.753 2.668 -0.5 0.7 -0.2 1.11
O -1.545 -5.051 2.725 0.4 0.1 0.5 -0.68
O -2.218 -3.039 4.603 0.1 0.1 0.5 -0.54
H -0.686 -1.986 3.798 -0.3 0.1 -0.2 -0.16
H -0.068 -3.323 4.603 -0.6 -0.6 0.6 0.29
H 0.054 -3.792 2.261 0.0 0.1 -0.1 -0.16
H -1.611 -3.119 2.053 0.3 -0.1 -0.4 -0.29
H -1.176 -5.543 1.988 -0.1 -0.1 0.0 0.35
H -2.423 -3.935 4.890 0.1 -0.1 -0.1 0.36
C -4.166 1.530 -4.077 0.5 0.1 0.4 -1.63
C -5.306 0.765 -3.434 -0.3 -0.1 -0.7 0.66
C -6.084 0.003 -4.524 -0.2 0.3 0.4 -0.71
O -6.474 0.889 -5.542 0.5 0.2 -0.7 -0.38
C -7.811 1.295 -5.602 -0.5 0.2 0.4 -0.69
N -4.792 -0.210 -2.489 0.0 -0.6 0.4 -0.28
H -3.401 1.794 -3.339 -0.3 0.3 0.2 0.37
H -4.559 2.434 -4.534 0.3 -0.1 -0.2 0.43
H -3.607 0.916 -4.789 -0.4 0.0 -0.3 0.34
H -6.037 1.459 -2.997 0.3 0.1 0.2 0.39
H -6.969 -0.473 -4.083 0.1 -0.2 0.0 0.43
H -5.426 -0.760 -4.947 -0.1 0.0 -0.1 0.13
H -8.450 0.568 -6.114 0.0 -0.2 0.2 0.27
H -7.907 2.223 -6.166 0.4 0.0 -0.1 0.25
H -8.189 1.514 -4.596 -0.2 -0.2 0.0 0.32
H -4.150 0.173 -1.806 0.0 0.5 0.0 -0.24
H -5.556 -0.599 -1.943 0.1 -0.2 -0.1 0.31
C 1.721 0.171 5.076 0.5 1.4 -0.3 -1.23
C 0.695 1.292 4.860 -2.2 -2.6 -0.1 0.66
C 0.567 2.260 6.009 1.3 0.8 -0.7 -0.52
O 0.030 1.581 7.103 0.1 -0.2 0.0 -0.30
C -0.229 2.380 8.216 -0.3 0.8 0.4 -0.80
N 0.721 1.837 3.500 0.8 1.1 0.4 0.31
H 1.676 -0.439 4.174 0.4 -0.3 0.1 0.04
H 1.565 -0.428 5.969 -0.4 0.0 0.0 0.42
H 2.700 0.652 5.202 0.2 -0.4 -0.3 0.32
H -0.253 0.715 4.885 -0.1 0.2 0.5 0.07
H -0.007 3.156 5.727 -0.3 -0.2 0.1 0.30
H 1.583 2.641 6.223 -0.1 0.0 0.3 0.34
H -0.967 3.167 7.997 -0.2 -0.2 -0.1 0.30
H 0.622 2.951 8.614 0.4 -0.4 -0.2 0.31
H -0.617 1.737 9.001 0.0 0.0 0.0 0.25
H 0.445 1.130 2.826 0.0 0.0 0.2 -0.35
H 0.000 2.553 3.458 0.1 0.1 -0.2 0.00
C -0.022 4.427 -1.123 -0.7 0.2 0.2 -1.47
C 0.379 4.362 0.350 0.4 -0.4 -0.5 -0.02
C -0.849 4.227 1.242 -0.8 1.2 -0.6 -0.27
O -0.603 4.903 2.464 0.2 -0.6 0.3 -0.49
C -1.706 4.907 3.362 0.6 0.7 -0.5 -0.60
N 1.392 3.300 0.492 -0.3 0.4 1.0 0.20
H 0.806 4.579 -1.816 0.2 0.0 0.2 0.35
H -0.719 5.263 -1.229 0.0 -0.1 -0.3 0.55
H -0.544 3.516 -1.431 0.0 0.0 0.1 0.03
H 0.816 5.327 0.626 0.2 -0.1 0.0 0.41
H -1.276 3.222 1.328 0.5 -0.2 0.3 0.27
H -1.642 4.810 0.742 -0.1 -0.2 0.0 0.59
H -1.654 4.044 4.027 -0.4 -0.1 0.0 0.11
H -2.642 5.000 2.805 -0.1 -0.4 0.1 0.33
H -1.599 5.833 3.928 0.0 -0.2 0.3 0.22
H 0.888 2.417 0.493 0.1 -0.1 -0.3 -0.62
H 1.733 3.320 1.456 0.0 0.1 -0.1 0.23
C 0.822 2.699 -5.744 0.2 -0.2 -1.0 -1.79
C 1.113 2.251 -4.306 -0.8 1.2 -1.1 0.57
C 0.981 0.770 -4.115 -0.1 -0.4 0.7 0.48
O 1.854 0.068 -4.965 0.2 0.4 0.2 -0.52
C 1.856 -1.313 -4.623 0.3 0.4 -0.7 -0.64
N 2.407 2.753 -3.827 0.7 -0.4 -0.5 -0.61
H 1.560 2.443 -6.514 0.3 -0.3 0.5 0.36
H 0.744 3.787 -5.823 -0.3 0.0 0.3 0.46
H -0.094 2.238 -6.121 -0.2 0.2 0.2 0.38
H 0.322 2.794 -3.783 0.1 -0.5 0.7 -0.08
H -0.054 0.441 -4.262 -0.1 0.1 -0.2 0.46
H 1.199 0.513 -3.068 0.1 0.1 0.0 -0.68
H 2.527 -1.779 -5.343 -0.2 -0.2 0.0 0.37
H 0.835 -1.682 -4.729 0.1 -0.4 0.2 0.30
H 2.266 -1.468 -3.621 -0.2 0.0 0.1 0.16
H 2.527 3.712 -4.148 -0.2 0.1 0.2 0.25
H 3.095 2.258 -4.405 0.0 -0.1 0.2 0.30
C 4.027 0.940 2.058 0.2 0.2 1.2 -0.49
C 5.404 1.547 2.342 -0.3 -0.1 -1.2 0.35
C 6.509 0.495 2.247 -0.8 1.2 -0.7 -0.91
O 6.253 -0.544 3.150 0.8 0.4 -0.1 -0.21
C 7.365 -1.390 3.272 0.0 -1.6 0.4 -0.86
N 5.635 2.595 1.275 0.1 -1.0 0.8 -0.65
H 3.268 1.535 2.572 -0.2 -0.1 -0.2 0.06
H 3.971 -0.066 2.473 -0.1 0.0 -0.1 0.40
H 3.817 0.920 0.995 0.1 -0.2 0.0 -0.09
H 5.454 2.079 3.295 -0.2 -0.5 0.3 0.29
H 7.455 1.044 2.364 0.3 -0.5 0.5 0.34
H 6.496 0.144 1.205 0.1 -0.3 0.0 0.26
H 7.031 -2.312 3.759 -0.2 0.2 0.1 0.27
H 8.192 -1.024 3.888 -0.1 0.5 -0.1 0.31
H 7.768 -1.755 2.319 -0.1 0.5 -0.2 0.34
H 6.569 2.943 1.485 -0.2 0.6 -0.3 0.25
H 4.946 3.295 1.535 0.4 0.4 -0.3 0.27
```
Positions in Å, forces in eV/Å.

frontier orbital gap	8.725	eV
charge	0
relative energy (zero: lowest compared OMol25 entry of this formula, charge and spin)	0.000	eV
energy	-98366.5343	eV
E_LUMO	-0.02	eV
HOMO level	-0.3215	hartree

=====

[2]
The following is a DFT calculation (the ωB97M-V functional and the def2-TZVPD basis) of a cluster of 10 separate species, C31H89N13O10 in total.

```
143
Properties=species:S:1:pos:R:3:forces:R:3:mulliken_charge:R:1
C -0.700 14.345 12.900 -0.5 -0.2 0.2 -1.21
C -1.853 14.641 13.882 -0.6 -0.6 -1.2 0.33
C -3.290 14.464 13.312 -0.3 1.0 -0.3 -0.67
O -3.619 15.503 12.414 -0.9 0.6 -1.3 -0.33
C -5.034 15.587 12.035 1.3 -0.4 1.1 -0.72
N -1.719 13.658 14.969 0.1 1.3 0.1 -0.73
H -0.743 14.695 11.868 -0.4 0.5 0.2 0.33
H -0.695 13.259 12.814 0.5 -0.2 0.0 0.31
H 0.215 14.713 13.365 0.1 -0.3 -0.1 0.29
H -1.774 15.669 14.236 0.0 -0.1 0.3 0.31
H -4.060 14.552 14.079 0.2 -0.3 0.8 0.37
H -3.433 13.478 12.870 0.2 -0.3 -0.3 0.32
H -5.205 16.478 11.430 0.4 -0.3 -0.2 0.26
H -5.654 15.693 12.924 0.0 0.1 0.3 0.31
H -5.365 14.661 11.564 0.1 0.0 -0.4 0.28
H -1.758 12.730 14.573 -0.2 -0.2 0.1 0.27
H -2.544 13.830 15.525 0.0 -0.6 0.6 0.28
C -7.694 8.840 16.784 -0.5 -1.0 -0.7 -1.32
C -7.566 10.272 16.509 2.0 0.5 0.0 0.41
C -8.784 10.873 15.922 -1.8 1.4 -0.8 -0.76
O -8.971 10.694 14.509 1.2 -0.3 0.9 -0.26
C -10.255 10.993 14.060 -0.1 0.0 -0.9 -0.74
N -7.293 10.855 17.792 -0.7 1.8 1.3 -0.78
H -8.034 8.413 15.840 0.1 -1.1 0.4 0.33
H -8.431 8.829 17.587 -0.6 -0.7 -0.3 0.34
H -6.815 8.413 17.267 0.2 -0.2 -0.7 0.38
H -6.711 10.594 15.915 0.0 -0.5 -0.6 0.26
H -8.770 11.937 16.156 0.2 0.4 -0.1 0.40
H -9.714 10.532 16.376 0.0 -0.5 0.6 0.32
H -10.506 12.053 14.038 0.1 0.3 0.5 0.31
H -11.037 10.446 14.587 -0.1 -0.1 0.2 0.33
H -10.254 10.707 13.008 -0.2 -0.2 0.0 0.23
H -8.174 10.747 18.274 -0.3 0.5 0.7 0.28
H -6.689 10.256 18.336 0.4 0.0 -0.2 0.28
C -7.584 8.617 7.807 1.2 -1.1 -0.3 -1.26
C -6.349 9.522 8.105 -2.0 0.6 -2.0 0.19
C -6.458 10.821 7.188 -0.3 -1.0 0.7 -0.65
O -7.759 11.317 7.301 -1.5 1.1 0.2 -0.25
C -8.158 12.486 6.542 0.9 -0.5 0.6 -0.76
N -6.344 9.682 9.537 0.8 1.1 0.4 -0.66
H -7.257 7.598 8.013 -0.3 -0.1 1.0 0.35
H -7.926 8.414 6.792 0.2 1.1 -0.4 0.33
H -8.429 8.948 8.410 0.1 -0.3 0.0 0.31
H -5.381 9.103 7.832 -0.1 -0.5 -0.1 0.35
H -6.332 10.548 6.140 0.6 -0.3 -0.1 0.36
H -5.671 11.505 7.505 0.0 0.5 0.0 0.36
H -9.227 12.685 6.616 0.0 -0.6 0.4 0.24
H -7.937 12.395 5.478 0.3 -0.2 -0.1 0.29
H -7.652 13.361 6.951 0.2 0.2 -0.1 0.29
H -7.199 10.043 9.934 -0.6 -0.2 -0.4 0.27
H -5.718 10.458 9.701 0.6 0.0 0.5 0.23
C -15.124 10.960 6.209 -1.1 0.4 -0.5 -1.35
C -16.672 10.712 6.127 1.2 1.5 2.8 0.48
C -17.302 11.645 5.119 0.4 -0.5 0.0 -0.67
O -17.428 12.999 5.586 -0.4 -1.1 -1.2 -0.30
C -17.968 13.761 4.504 0.2 0.0 0.0 -0.72
N -16.999 9.321 5.989 -0.1 -0.9 -1.7 -0.67
H -14.645 10.241 6.873 0.1 -0.1 -0.4 0.40
H -14.810 11.959 6.512 -0.5 0.1 0.5 0.35
H -14.795 10.967 5.170 0.5 -0.8 0.0 0.32
H -17.109 10.870 7.113 0.1 1.2 0.2 0.14
H -18.214 11.177 4.749 -0.8 0.5 0.3 0.33
H -16.656 11.577 4.244 0.3 0.5 -0.4 0.33
H -17.413 13.611 3.578 0.6 0.1 0.0 0.30
H -17.949 14.821 4.756 -0.1 -0.2 0.1 0.26
H -18.971 13.448 4.214 -0.4 0.0 0.5 0.31
H -17.423 9.226 5.077 -0.3 -0.6 -0.2 0.23
H -16.154 8.772 5.917 0.2 -0.2 0.1 0.26
C -18.512 18.765 15.196 -0.8 -0.3 1.8 -1.59
C -17.181 18.821 14.521 0.6 1.8 0.9 0.58
C -16.057 18.176 15.310 0.4 0.4 0.6 -0.77
O -14.747 18.779 15.053 -0.7 -1.0 0.0 -0.33
C -13.750 18.779 16.101 -0.4 -0.4 -0.9 -0.72
N -17.389 18.492 13.158 0.3 -0.1 -1.5 -0.62
H -19.192 19.575 14.932 0.3 0.3 -0.3 0.41
H -18.341 18.881 16.267 -0.5 -0.3 0.3 0.42
H -19.089 17.871 14.962 0.2 -0.4 0.3 0.34
H -16.987 19.893 14.542 0.7 0.2 -0.1 0.17
H -16.148 17.097 15.189 0.8 -0.4 -0.3 0.33
H -16.358 18.332 16.346 0.4 0.2 0.3 0.32
H -12.815 19.112 15.652 -0.4 1.0 -0.1 0.26
H -13.364 17.811 16.421 -1.0 -0.6 0.3 0.29
H -14.108 19.387 16.932 0.3 0.0 0.1 0.30
H -17.656 17.522 13.075 0.0 -0.4 0.0 0.27
H -18.264 18.988 13.062 -0.2 0.0 -1.3 0.31
C -4.204 18.018 1.432 0.2 1.0 1.3 -1.31
C -5.601 18.331 2.062 -0.5 -1.1 -1.5 0.41
C -5.761 19.718 2.820 -0.5 -1.8 0.2 -0.76
O -5.019 19.791 4.025 1.0 -0.6 1.1 -0.36
C -5.109 18.733 5.047 -0.4 0.3 -1.1 -0.66
N -6.609 18.245 0.922 0.5 1.7 1.6 -0.73
H -3.512 17.643 2.187 0.1 -0.1 0.1 0.29
H -3.754 18.948 1.086 0.0 0.1 -0.2 0.33
H -4.196 17.314 0.600 -0.5 0.0 0.1 0.41
H -5.872 17.480 2.687 0.1 0.3 0.6 0.28
H -6.806 19.946 3.031 -0.5 -0.8 0.1 0.37
H -5.545 20.584 2.195 1.0 -0.1 -0.1 0.36
H -4.445 18.896 5.895 0.0 0.9 -0.3 0.27
H -4.786 17.751 4.700 -0.1 0.0 -0.6 0.25
H -6.123 18.634 5.433 -0.2 0.1 -0.1 0.30
H -6.465 17.434 0.338 0.3 -0.1 0.1 0.26
H -6.241 19.054 0.442 -0.7 0.1 -1.3 0.28
C -12.612 13.206 -3.291 0.0 0.0 -0.4 -1.35
C -12.453 12.407 -2.020 -1.9 0.4 -0.3 0.34
C -12.076 13.243 -0.814 -0.4 0.1 1.3 -0.69
O -12.986 14.371 -0.662 0.4 -0.1 0.6 -0.29
C -12.975 15.015 0.636 1.0 -0.1 -0.3 -0.82
N -13.758 11.803 -1.771 -0.3 -1.0 -0.3 -0.58
H -13.484 13.856 -3.226 0.2 0.2 0.1 0.31
H -12.821 12.496 -4.091 0.2 0.1 -0.2 0.40
H -11.722 13.795 -3.510 -0.1 0.0 -0.1 0.32
H -11.831 11.545 -2.261 0.8 0.4 0.6 0.26
H -11.024 13.516 -0.726 0.1 0.5 -0.4 0.42
H -12.239 12.572 0.030 0.0 -0.1 0.4 0.38
H -11.956 15.121 1.008 0.3 -0.1 -0.1 0.32
H -13.508 14.547 1.464 -0.4 -0.7 -0.4 0.30
H -13.343 16.040 0.599 -0.2 -0.1 -0.7 0.27
H -14.590 12.343 -1.962 0.4 0.2 0.3 0.22
H -13.815 11.283 -0.908 -0.1 0.2 0.0 0.18
C -8.773 23.300 10.280 1.1 1.2 2.1 0.58
O -7.914 22.575 10.658 2.2 -3.7 0.0 -0.62
N -8.785 24.501 10.819 -0.6 3.8 0.8 -0.45
N -9.769 23.099 9.481 -3.2 -2.1 -3.2 -0.37
H -7.928 24.750 11.292 -0.3 0.2 -0.2 0.24
H -9.299 25.183 10.280 0.4 0.6 0.5 0.19
H -9.926 22.146 9.187 0.0 0.2 -0.1 0.23
H -10.558 23.725 9.409 0.3 -0.2 0.1 0.19
C -12.710 17.809 8.528 -1.0 2.4 0.0 0.66
O -11.868 18.065 7.726 1.6 -0.4 -2.7 -0.63
N -14.019 18.048 8.388 -3.2 -0.2 -1.5 -0.39
N -12.411 17.675 9.786 1.7 -1.3 4.3 -0.38
H -14.678 17.967 9.149 0.4 -0.1 -0.2 0.15
H -14.437 18.200 7.482 0.4 -0.2 0.1 0.20
H -11.446 17.868 10.012 -0.3 -0.3 0.2 0.21
H -13.079 17.489 10.520 0.3 0.1 -0.2 0.17
C -17.512 23.426 8.836 2.9 -0.6 -1.5 0.55
O -18.056 24.205 8.144 -1.4 2.7 -2.3 -0.57
N -16.284 22.881 8.638 1.8 -0.3 -1.4 -0.37
N -17.938 23.006 9.968 -3.4 -1.9 5.3 -0.40
H -15.744 23.188 7.841 -0.2 -0.4 0.1 0.20
H -16.064 22.014 9.106 0.4 0.4 -0.3 0.16
H -18.855 23.330 10.243 0.0 -0.2 -0.1 0.23
H -17.726 22.052 10.223 -0.1 0.3 0.4 0.19
```
Positions in Å, forces in eV/Å.

frontier orbital gap	8.869	eV
charge	0
SMILES	COC[C@H](C)N.COC[C@H](C)N.COC[C@H](C)N.COC[C@H](C)N.COC[C@H](C)N.COC[C@H](C)N.COC[C@H](C)N.NC(N)=O.NC(N)=O.NC(N)=O
relative energy (zero: lowest compared OMol25 entry of this formula, charge and spin)	7.784	eV
energy	-73429.0802	eV
E_LUMO	-0.03	eV
HOMO level	-0.3272	hartree

=====

> Look up the E_LUMO of the second one.

-0.03 eV

=====

> The lowest E_LUMO belongs to which entry?

C31H89N13O10

=====

> Look up the charge of the first one.

0